Entry 1:
{"formula": "C34H47BrCaN2O2PS", "method": "wB97M-V/def2-TZVPD", "species": ["Ca", "O", "C", "C", "C", "C", "C", "C", "C", "O", "N", "N", "C", "C", "Br", "C", "C", "C", "C", "C", "C", "C", "H", "H", "H", "H", "H", "H", "H", "H", "H", "H", "H", "H", "H", "H", "S", "C", "C", "C", "C", "C", "C", "P", "C", "C", "C", "C", "C", "C", "C", "C", "C", "C", "C", "C", "H", "H", "H", "H", "H", "H", "H", "H", "H", "H", "H", "H", "H", "H", "H", "H", "H", "H", "H", "H", "H", "H", "H", "H", "H", "H", "H", "H", "H", "H", "H", "H", "H"], "xyz": [[-0.211, -1.550, -2.912], [-3.867, -0.888, -0.949], [-4.436, 0.198, -1.504], [-5.596, 0.721, -0.929], [-6.214, 1.831, -1.479], [-5.692, 2.437, -2.620], [-4.538, 1.915, -3.185], [-3.898, 0.806, -2.642], [-2.611, 0.290, -3.259], [-2.212, -0.936, -2.792], [-1.597, 1.351, -2.997], [-0.352, 1.080, -3.454], [0.634, 1.648, -2.877], [2.016, 1.505, -3.328], [2.354, 0.150, -4.613], [3.060, 2.169, -2.847], [3.035, 3.381, -2.003], [4.117, 3.629, -1.157], [4.181, 4.780, -0.388], [3.165, 5.723, -0.459], [2.088, 5.500, -1.305], [2.021, 4.341, -2.066], [-3.119, -1.126, -1.544], [-5.993, 0.232, -0.046], [-7.113, 2.225, -1.020], [-6.178, 3.299, -3.060], [-4.110, 2.375, -4.071], [-2.728, 0.281, -4.351], [-1.636, 1.710, -2.046], [0.475, 2.256, -1.989], [4.042, 1.790, -3.106], [4.913, 2.894, -1.100], [5.028, 4.944, 0.267], [3.218, 6.632, 0.128], [1.301, 6.239, -1.388], [1.196, 4.201, -2.753], [1.511, -3.379, -2.537], [-1.533, 1.161, 3.855], [-2.374, 0.959, 2.598], [-1.881, -0.281, 1.835], [-0.336, -0.424, 1.877], [0.297, 0.956, 2.091], [-0.089, 1.533, 3.465], [0.272, -1.200, 0.306], [-0.204, -2.983, 0.525], [0.066, -3.643, 1.903], [-1.220, -4.098, 2.596], [-1.986, -5.114, 1.737], [-1.944, -4.747, 0.237], [-1.637, -3.265, 0.044], [2.114, -1.333, 0.445], [2.748, -1.575, 1.834], [4.164, -0.983, 1.917], [4.914, -1.245, 0.612], [4.260, -0.476, -0.554], [2.789, -0.156, -0.265], [-1.535, 0.226, 4.425], [-1.963, 1.928, 4.503], [-2.297, 1.850, 1.965], [-3.431, 0.843, 2.847], [-2.238, -0.240, 0.804], [-2.335, -1.167, 2.284], [-0.058, -1.058, 2.723], [-0.040, 1.624, 1.290], [1.384, 0.903, 2.015], [0.023, 2.621, 3.444], [0.605, 1.157, 4.221], [0.445, -3.445, -0.230], [0.614, -2.977, 2.570], [0.706, -4.519, 1.750], [-1.853, -3.227, 2.789], [-0.987, -4.535, 3.571], [-3.022, -5.168, 2.085], [-1.552, -6.108, 1.882], [-2.890, -5.009, -0.242], [-1.160, -5.313, -0.272], [-2.383, -2.657, 0.567], [-1.712, -3.019, -1.018], [2.291, -2.199, -0.206], [2.812, -2.652, 2.008], [2.139, -1.158, 2.643], [4.694, -1.422, 2.766], [4.116, 0.096, 2.102], [4.880, -2.319, 0.407], [5.968, -0.971, 0.708], [4.316, -1.076, -1.466], [4.805, 0.458, -0.741], [2.275, 0.036, -1.204], [2.713, 0.760, 0.334]], "mulliken_charge": [0.7192, -0.5480, 0.4803, -0.6820, -0.3730, -0.7165, -0.4620, 0.0473, 0.3145, -1.1167, 0.0930, -0.7471, 0.0675, 0.1297, -0.0286, -0.6774, 0.3657, -0.3032, -0.6659, -0.4169, -0.7656, -0.1713, 0.3475, 0.4195, 0.3882, 0.3819, 0.3944, 0.3404, 0.3478, 0.3075, 0.3404, 0.2604, 0.3874, 0.3883, 0.3971, 0.5664, -0.9272, -0.8786, -0.8426, -0.2160, 0.0234, -0.7651, -0.9343, 0.6804, 0.0433, -0.8112, -0.6981, -0.8559, -1.2037, 0.3565, 0.7909, -0.7890, -0.9303, -0.7892, -0.6326, 0.2208, 0.3373, 0.4519, 0.2605, 0.5977, -0.4710, -0.0422, 0.6410, 0.2692, -0.1056, 0.4832, 0.3023, 0.5369, 0.2678, 0.4638, 0.0262, 0.4955, 0.3447, 0.3966, 0.4148, 0.4120, 0.0151, -0.1173, 0.5046, 0.3290, 0.1170, 0.5139, 0.2771, 0.3491, 0.4855, 0.3378, 0.1230, -0.8976, 0.2287], "energy_ha": -5575.03141, "total_charge": -1, "multiplicity": 1, "gap_ha": 0.166}



Entry 2:
{"formula": "C31H37CuN5O5S", "method": "wB97M-V/def2-TZVPD", "species": ["Cu", "N", "C", "C", "C", "C", "C", "C", "S", "O", "O", "N", "C", "N", "C", "C", "C", "N", "H", "H", "H", "H", "H", "H", "H", "H", "H", "C", "O", "C", "O", "H", "H", "H", "C", "C", "C", "C", "C", "C", "C", "O", "C", "C", "C", "H", "H", "H", "H", "H", "H", "H", "H", "H", "H", "H", "H", "C", "N", "C", "C", "C", "C", "C", "C", "C", "C", "H", "H", "H", "H", "H", "H", "H", "H", "H", "H", "H", "H", "H"], "xyz": [[-0.312, -0.305, 0.071], [6.978, -3.645, -2.258], [6.168, -2.597, -1.819], [5.375, -1.887, -2.723], [4.606, -0.819, -2.292], [4.615, -0.449, -0.953], [5.406, -1.146, -0.044], [6.174, -2.213, -0.477], [3.624, 0.924, -0.434], [4.366, 1.651, 0.557], [3.260, 1.608, -1.651], [2.223, 0.328, 0.133], [2.066, -0.200, 1.351], [0.753, -0.426, 1.694], [0.478, -0.801, 2.938], [1.455, -1.071, 3.868], [2.762, -1.010, 3.384], [3.078, -0.618, 2.165], [6.724, -4.076, -3.127], [7.299, -4.289, -1.559], [5.377, -2.169, -3.772], [3.999, -0.249, -2.987], [5.411, -0.835, 0.992], [6.796, -2.757, 0.228], [-0.578, -0.891, 3.184], [1.222, -1.349, 4.885], [3.594, -1.325, 4.013], [-3.400, 2.251, 1.506], [-2.652, 1.129, 1.006], [-1.260, 1.338, 0.843], [-0.798, 2.392, 1.194], [-4.450, 2.044, 1.299], [-3.090, 3.170, 1.013], [-3.252, 2.367, 2.578], [-1.935, 6.334, -1.917], [-2.002, 4.837, -2.019], [-0.851, 4.075, -2.105], [-0.888, 2.684, -2.142], [0.409, 1.943, -2.269], [-2.144, 2.049, -2.069], [-2.273, 0.624, -1.917], [-1.396, -0.177, -1.640], [-3.337, 2.817, -2.032], [-4.710, 2.181, -1.969], [-3.244, 4.188, -2.012], [-0.924, 6.699, -2.101], [-2.231, 6.653, -0.915], [-2.614, 6.810, -2.627], [0.119, 4.564, -2.130], [1.128, 2.543, -2.823], [0.295, 0.977, -2.754], [0.852, 1.764, -1.286], [-3.289, 0.220, -2.023], [-4.840, 1.602, -1.050], [-4.889, 1.513, -2.815], [-5.478, 2.953, -1.987], [-4.153, 4.780, -1.976], [-3.781, -3.746, 1.526], [-2.702, -3.512, 0.530], [-3.092, -2.454, -0.457], [-1.364, -3.192, 1.196], [-0.235, -3.349, 0.221], [0.243, -4.644, -0.017], [1.235, -4.845, -0.962], [1.730, -3.744, -1.658], [1.239, -2.468, -1.405], [0.237, -2.220, -0.455], [-4.700, -4.016, 1.012], [-3.931, -2.828, 2.087], [-3.482, -4.544, 2.200], [-2.532, -4.369, 0.008], [-3.398, -1.572, 0.105], [-3.915, -2.824, -1.067], [-2.232, -2.197, -1.065], [-1.280, -3.873, 2.044], [-1.451, -2.164, 1.545], [-0.133, -5.491, 0.562], [1.635, -5.838, -1.138], [2.515, -3.883, -2.396], [1.654, -1.632, -1.964]], "lowdin_spin": [0.6146, 0.0000, 0.0000, 0.0000, 0.0000, -0.0001, 0.0000, 0.0000, -0.0004, -0.0001, 0.0002, -0.0030, 0.0031, 0.0956, 0.0068, 0.0028, -0.0037, 0.0055, 0.0000, 0.0000, 0.0000, 0.0000, 0.0001, 0.0000, 0.0014, 0.0006, -0.0002, 0.0069, 0.0206, 0.0705, 0.0087, 0.0008, 0.0008, 0.0007, 0.0005, 0.0030, -0.0004, 0.0030, 0.0005, 0.0019, 0.0322, 0.0323, 0.0023, 0.0003, -0.0004, 0.0000, 0.0002, 0.0001, -0.0001, 0.0001, 0.0000, 0.0003, 0.0015, 0.0000, 0.0001, 0.0000, -0.0001, 0.0001, -0.0001, 0.0024, 0.0023, 0.0101, 0.0027, -0.0014, 0.0019, 0.0063, 0.0609, 0.0000, 0.0000, 0.0000, 0.0000, 0.0004, 0.0002, 0.0014, 0.0000, 0.0012, 0.0007, -0.0001, 0.0003, 0.0010], "energy_ha": -3892.03777, "e_above_lowest_kj_mol": 106.10, "multiplicity": 2, "gap_ha": [0.253, 0.256]}